<one>
DFT (ωB97M-V with the def2-TZVPD basis set) results for 2 unconnected molecules or ions with the total composition C2O2S.

```
5
C2O2S | OMol25 | ωB97M-V with the def2-TZVPD basis set
C 1.07 -0.83 0.91
C -0.85 0.72 -0.51
O 1.59 -1.69 0.41
O -0.28 -0.06 -1.13
S -1.53 1.85 0.32
```

The value obtained for the gap between HOMO and LUMO is 11.6 eV. Its LUMO energy is 0.75 eV. As for the spin multiplicity: 1. The molecular weight is 88.1 g/mol.



<two>
DFT (ωB97M-V with the def2-TZVPD basis set) results for 2 unconnected molecules or ions with the total composition C2O2S.

```
5
C2O2S | OMol25 | ωB97M-V with the def2-TZVPD basis set
C -0.45 -1.16 -0.33
C 0.45 0.82 -0.19
O -1.20 -1.47 0.44
O 0.25 1.35 -1.19
S 0.95 0.47 1.26
```

The value obtained for the gap between HOMO and LUMO is 10.2 eV. Its LUMO energy is -0.18 eV. As for the spin multiplicity: 1. The molecular weight is 88.1 g/mol.



Which structure is the most stable? The one labeled <one>.



<one>
DFT (ωB97M-V with the def2-TZVPD basis set) results for a molecular structure, C22H46BaBrP3.

```
73
C22H46BaBrP3 | OMol25 | ωB97M-V with the def2-TZVPD basis set
Ba -0.79 0.95 0.05
C -0.88 3.15 -1.05
C -1.73 2.37 -1.86
C -2.85 2.00 -1.09
C -2.70 2.57 0.19
C -1.48 3.29 0.22
C -0.73 3.83 1.41
C -3.73 2.45 1.29
C -4.10 1.33 -1.57
C -1.53 2.13 -3.34
C 0.54 3.56 -1.35
H 0.12 3.20 1.70
H -1.37 3.92 2.29
H -0.32 4.82 1.19
H -4.04 1.43 1.48
H -4.62 3.02 1.02
H -3.36 2.86 2.24
H -4.41 0.51 -0.92
H -3.98 0.92 -2.57
H -4.93 2.04 -1.60
H -1.78 3.03 -3.89
H -2.17 1.33 -3.72
H -0.50 1.87 -3.60
H 1.28 3.06 -0.70
H 0.68 4.63 -1.20
H 0.82 3.34 -2.38
C 2.18 -2.87 1.25
P 2.07 -1.15 1.86
C 3.81 -0.94 2.43
C 1.24 -1.49 3.47
C 1.03 -0.23 4.32
P -0.23 0.90 3.63
C -1.77 0.15 4.29
C -0.03 2.31 4.79
H 2.61 -3.53 2.02
H 2.82 -2.91 0.36
H 1.19 -3.22 0.97
H 4.09 -1.70 3.17
H 3.97 0.05 2.85
H 4.47 -1.04 1.56
H 1.84 -2.23 4.01
H 0.29 -1.96 3.23
H 1.97 0.33 4.40
H 0.73 -0.49 5.34
H -1.69 -0.02 5.37
H -1.96 -0.78 3.77
H -2.61 0.82 4.09
H -0.04 1.98 5.83
H -0.84 3.03 4.65
H 0.91 2.82 4.59
Br -1.53 -1.70 0.96
C 1.78 -4.87 -3.37
C 1.50 -4.21 -2.02
P 0.95 -2.46 -2.07
C -0.35 -2.54 -3.37
C -1.24 -1.29 -3.32
C 2.36 -1.66 -2.97
C 2.51 -0.19 -2.59
H 2.19 -5.88 -3.25
H 2.51 -4.29 -3.95
H 0.88 -4.96 -3.98
H 2.38 -4.25 -1.38
H 0.72 -4.76 -1.48
H -0.95 -3.43 -3.18
H 0.09 -2.65 -4.36
H -1.72 -1.19 -2.34
H -2.04 -1.31 -4.07
H -0.66 -0.39 -3.50
H 2.23 -1.76 -4.06
H 3.26 -2.22 -2.71
H 1.65 0.40 -2.93
H 3.40 0.27 -3.03
H 2.58 -0.07 -1.51
```

The value obtained for the gap between HOMO and LUMO is 7.8 eV. Its LUMO energy is 0.26 eV. As for the spin multiplicity: 1. The molecular weight is 620.8 g/mol.



<two>
DFT (ωB97M-V with the def2-TZVPD basis set) results for a molecular structure, C22H46BaBrP3.

```
73
C22H46BaBrP3 | OMol25 | ωB97M-V with the def2-TZVPD basis set
Ba -0.06 -0.03 0.32
C -2.84 -1.11 1.91
C -1.91 -0.32 2.60
C -2.02 1.01 2.12
C -3.02 1.03 1.13
C -3.55 -0.28 1.01
C -4.80 -0.66 0.26
C -3.56 2.25 0.44
C -1.16 2.18 2.53
C -1.02 -0.79 3.72
C -3.17 -2.55 2.24
H -5.41 -1.35 0.85
H -4.64 -1.14 -0.71
H -5.41 0.22 0.07
H -4.37 2.72 1.02
H -3.97 2.02 -0.55
H -2.79 3.01 0.31
H -1.60 2.77 3.34
H -0.98 2.87 1.70
H -0.18 1.85 2.90
H -1.45 -0.65 4.71
H -0.06 -0.25 3.72
H -0.78 -1.86 3.63
H -3.79 -3.01 1.47
H -3.71 -2.63 3.19
H -2.27 -3.16 2.34
C -2.21 3.01 -3.02
P -1.41 1.53 -2.30
C -0.18 1.18 -3.62
C -2.73 0.24 -2.57
C -2.26 -1.05 -3.23
P -1.26 -2.14 -2.11
C -2.54 -3.21 -1.39
C -0.49 -3.24 -3.35
H -2.58 2.79 -4.03
H -1.49 3.83 -3.08
H -3.04 3.33 -2.40
H -0.63 1.23 -4.61
H 0.35 0.24 -3.48
H 0.59 1.96 -3.54
H -3.54 0.71 -3.14
H -3.13 0.03 -1.58
H -1.62 -0.83 -4.09
H -3.12 -1.62 -3.61
H -3.18 -3.66 -2.15
H -3.15 -2.63 -0.70
H -2.06 -4.01 -0.81
H -1.24 -3.62 -4.05
H -0.01 -4.08 -2.85
H 0.27 -2.70 -3.91
Br 2.49 1.01 -0.98
C 4.37 2.40 3.23
C 3.00 2.03 2.64
P 2.57 0.24 2.58
C 2.66 -0.21 4.37
C 2.53 -1.72 4.61
C 4.10 -0.53 1.91
C 3.83 -1.87 1.23
H 4.52 3.47 3.18
H 5.18 1.93 2.67
H 4.46 2.10 4.27
H 2.93 2.38 1.61
H 2.20 2.53 3.20
H 1.85 0.32 4.88
H 3.59 0.16 4.79
H 1.63 -2.12 4.15
H 2.49 -1.94 5.67
H 3.39 -2.25 4.20
H 4.84 -0.64 2.70
H 4.50 0.17 1.17
H 3.32 -2.58 1.89
H 4.76 -2.34 0.90
H 3.21 -1.72 0.34
```

The value obtained for the gap between HOMO and LUMO is 6.9 eV. Its LUMO energy is 0.14 eV. As for the spin multiplicity: 1. The molecular weight is 620.8 g/mol.



Which structure is the most stable? The one labeled <two>.



<one>
DFT (ωB97M-V with the def2-TZVPD basis set) results for 2 unconnected molecules or ions with the total composition C10H13O2.

```
25
C10H13O2 | OMol25 | ωB97M-V with the def2-TZVPD basis set
C 1.58 -0.91 2.10
C 1.78 0.36 1.32
C 2.25 -2.09 1.30
O 1.69 -2.54 0.33
O 3.31 -2.48 1.76
H 2.02 -0.99 3.13
H 0.48 -1.10 2.09
H 2.14 0.18 0.40
H 2.59 0.78 1.78
H 0.84 0.96 1.39
C -2.34 3.01 -2.49
C -1.15 -0.36 0.08
C -0.37 0.06 -1.02
C -2.31 0.29 0.24
C -0.61 1.16 -1.80
C -2.63 1.39 -0.60
C -1.92 1.80 -1.69
H -0.75 -1.39 0.46
H 0.64 -0.39 -0.93
H -2.88 0.27 1.28
H 0.11 1.62 -2.53
H -3.56 1.91 -0.33
H -3.39 3.35 -2.40
H -1.97 2.84 -3.59
H -1.86 3.87 -2.04
```

As for the net charge: -1. The value obtained for the gap between HOMO and LUMO is 6.8 eV. Its LUMO energy is 2.97 eV. As for the spin multiplicity: 1. The molecular weight is 165.2 g/mol.



<two>
DFT (ωB97M-V with the def2-TZVPD basis set) results for 2 unconnected molecules or ions with the total composition C10H13O2.

```
25
C10H13O2 | OMol25 | ωB97M-V with the def2-TZVPD basis set
C 1.78 2.47 1.79
C 0.68 3.35 1.09
O -0.18 2.77 0.36
O 0.74 4.56 1.37
H 1.68 2.38 2.88
H 2.78 2.83 1.60
H 1.55 1.48 1.42
C -0.91 0.37 -1.41
C 0.37 0.67 -2.19
C -0.90 -0.91 -0.61
C 0.01 -0.88 0.44
C -1.66 -2.04 -0.83
C 0.12 -2.01 1.24
C -1.34 -3.27 -0.23
C -0.43 -3.22 0.84
H -1.22 1.25 -0.85
H -1.62 0.18 -2.24
H 0.35 0.59 -3.29
H 0.26 0.08 0.84
H -2.55 -1.93 -1.45
H 0.73 -1.92 2.11
H -2.02 -4.08 -0.45
H -0.18 -4.15 1.34
H 1.06 -0.13 -1.89
H 0.90 1.56 -1.89
```

As for the net charge: -1. The value obtained for the gap between HOMO and LUMO is 7.3 eV. Its LUMO energy is 3.23 eV. As for the spin multiplicity: 1. The molecular weight is 165.2 g/mol.



Which structure is the most stable? The one labeled <two>.